No. 1
Computed, not measured: a structure of composition C18H45N3Na7O14P2, with ωB97M-V with the def2-TZVPD basis set.

```
! wB97M-V def2-TZVPD RIJCOSX def2/J DEFGRID3
* xyz 1 1
H 2.809 2.017 -3.452
O 1.068 4.372 1.083
Na -0.206 1.379 -1.159
H 0.797 -2.810 6.483
O -1.472 3.892 -4.910
H -0.245 6.036 1.592
O 0.151 -1.218 2.408
H 1.259 -1.283 -3.711
O 2.161 0.724 -1.963
O -0.779 -2.218 5.371
Na -2.965 0.036 0.194
H 1.171 -1.557 5.244
Na 2.323 -0.665 2.160
H -3.334 4.158 -5.835
H -0.965 -0.491 -4.450
Na -1.462 -2.642 0.985
H 0.804 4.637 -3.660
O -2.920 -1.193 -1.791
C -2.847 3.438 -5.176
N -0.293 -0.702 -2.493
H 0.093 2.575 -4.256
H -1.488 -0.507 5.902
H 1.094 -5.188 2.253
O 3.303 -3.008 1.015
O -4.870 0.263 1.366
N 1.262 -3.319 3.129
H -0.269 4.067 -1.150
C -2.855 -2.571 -1.741
H 1.805 5.482 -1.777
H 2.021 -0.937 -0.807
H 1.372 6.437 1.496
H 2.565 3.975 -2.080
C 1.763 4.429 -1.497
H 4.401 -4.846 1.552
C 2.043 4.074 0.025
C 2.504 0.992 -3.241
O 0.754 1.009 1.092
H 2.579 -4.779 2.969
C -0.778 3.149 -3.939
H 3.221 0.340 -3.739
C 2.111 -0.666 -1.858
C -1.250 -0.992 -3.525
C -0.071 4.300 -3.104
H 0.566 6.166 0.115
C 2.196 -3.839 0.898
P -0.272 -0.073 1.383
O -3.300 -1.693 1.813
H -3.517 3.365 -4.320
H -3.306 -2.925 -0.814
C -1.186 -1.402 6.445
H 5.059 -3.425 2.071
O -0.675 -0.789 0.038
H -0.479 -1.063 7.201
Na -1.830 -0.908 3.495
H -0.760 5.124 -2.921
H -2.921 2.517 -5.754
P -4.495 -0.851 2.358
H 0.782 -2.522 2.735
H -1.812 -2.863 -1.621
O -4.102 -0.267 3.738
O -1.506 0.689 1.872
H 5.172 -3.955 0.351
C -2.615 -0.570 -2.972
Na -0.361 2.670 2.361
C 1.788 -4.354 2.351
C 1.001 -3.797 4.543
O -5.745 -1.750 2.649
C 0.659 -2.498 5.447
C 0.669 5.706 1.097
H -3.410 -0.818 -3.675
H 1.013 -2.376 -2.392
H 1.906 -4.230 4.970
H -1.342 -2.032 -3.841
H 0.348 -4.658 4.685
H -1.468 2.556 -3.339
H 2.379 3.045 0.155
N 0.481 3.856 -1.793
H 3.011 4.537 0.216
C 0.960 -1.321 -2.664
H 2.386 -4.688 0.240
H 2.976 -1.218 -2.225
H 1.363 -3.399 0.350
H -2.095 -1.818 6.881
Na -3.583 2.012 2.678
H -0.639 -1.025 -1.601
H 1.596 1.038 -3.843
H -3.102 -3.042 -2.692
H -2.674 0.515 -2.880
C 4.517 -3.817 1.210
*
```

Properties
**E_LUMO**: -4.00 eV
**Relative energy (zero: lowest compared OMol25 entry of this formula, charge and spin)**: 333.3 kJ/mol
**HOMO-LUMO gap**: 2.855 eV
**Highest occupied orbital energy**: -6.85 eV



No. 2
Computed, not measured: a cluster of 4 separate species, C18H46BO2P in total, with ωB97M-V with the def2-TZVPD basis set.

```
! wB97M-V def2-TZVPD RIJCOSX def2/J DEFGRID3
* xyz 0 1
C 7.478 -0.997 -0.728
H 5.509 -1.057 0.142
H -9.840 -3.180 -0.466
C -9.464 -3.635 -1.387
H 3.341 0.989 2.048
C -6.995 -3.455 -0.632
O -4.056 -0.903 -0.736
B -1.279 0.179 -0.384
C -8.051 -3.133 -1.697
H -8.091 -2.049 -1.855
H 7.226 2.309 -0.646
H 5.054 -0.466 -2.193
H 7.072 3.320 -2.087
H 4.918 3.753 1.939
H -10.586 -5.454 -1.093
C 2.788 1.906 2.290
H 6.859 -1.847 -2.634
C 0.328 3.773 1.754
H -9.225 -5.624 -2.212
H 5.558 2.217 2.557
H 5.528 1.715 -3.128
H 3.038 3.609 3.615
O -3.636 1.838 0.005
C 1.706 3.954 1.137
H 3.704 2.106 4.221
H 5.514 3.649 3.599
H -0.188 4.737 1.812
H -7.573 -1.092 1.870
H -8.232 -3.368 1.152
H 6.640 -2.928 -1.243
C 6.553 2.583 -1.463
H -3.529 1.925 -1.004
P -3.106 0.169 0.303
C 4.973 3.104 2.817
C -9.552 -5.149 -1.282
H 8.170 -0.271 -1.165
C 6.160 1.375 -2.299
H 1.895 1.964 0.337
H 1.852 1.576 2.757
H -3.546 -1.786 -0.708
H 8.259 -2.633 -1.898
H 7.053 0.936 -2.756
H 2.284 4.668 1.732
C 7.292 -2.166 -1.682
H -6.446 -0.958 0.511
C -7.303 -2.931 0.773
H -0.284 3.099 1.148
H 6.368 0.442 0.420
H 0.388 3.369 2.768
H -6.851 -4.541 -0.579
H 3.407 2.840 0.442
C 5.389 0.319 -1.503
H -10.134 -3.302 -2.189
C 3.590 2.712 3.314
C -7.385 -1.414 0.840
H 4.475 0.774 -1.101
H -0.453 0.448 0.437
H -1.014 -0.011 -1.513
H -6.035 -3.041 -0.964
H 5.668 3.065 -1.036
H -8.939 -5.535 -0.462
H 1.587 4.407 0.146
C 6.161 -0.319 -0.341
H -8.195 -1.024 0.218
H 7.958 -1.367 0.186
H -7.722 -3.563 -2.651
H -6.508 -3.267 1.450
C 2.474 2.639 0.980
*
```

Properties
**E_LUMO**: -1.28 eV
**SMILES**: BP(O)O.CCCCCC.CCCCCC.CCCCCC
**HOMO-LUMO gap**: 7.446 eV
**Highest occupied orbital energy**: -8.72 eV



No. 3
Computed, not measured: a cluster of 7 separate species, C18H46FN2O10P in total, with ωB97M-V with the def2-TZVPD basis set.

```
! wB97M-V def2-TZVPD RIJCOSX def2/J DEFGRID3
* xyz 0 1
H -1.080 -1.607 0.412
C -4.588 0.287 -0.988
C 0.261 -0.805 1.839
H 3.291 -4.566 -2.937
H -0.498 3.338 0.433
H -6.417 -0.347 -1.600
H 1.263 -3.540 1.593
H 0.615 -4.406 -2.032
H -3.595 0.799 -3.003
H 0.501 3.591 3.046
H 6.244 0.433 -1.695
H 3.777 2.532 -2.482
O 3.946 -0.333 -1.627
H 1.286 2.719 -2.516
H -0.511 1.890 1.561
C -6.710 1.273 -0.466
C 0.639 0.327 -1.142
O -2.869 2.995 3.269
H -2.167 -0.934 -1.764
H -0.629 -0.163 2.187
H 6.810 -7.493 -3.010
C 1.476 -3.078 2.618
H -8.888 0.630 -0.732
N -0.075 -1.564 0.601
C 0.175 2.603 0.998
O 2.174 -1.215 -0.380
H 1.714 2.753 5.648
H -3.393 2.221 3.508
H 0.790 -1.417 3.988
H 1.291 4.109 -1.228
H 1.330 -3.929 3.380
H -2.044 0.179 -0.260
H 1.256 4.482 1.598
H -0.607 0.832 -3.040
O 1.063 3.412 5.378
O 3.954 -5.221 -2.672
H 7.686 -0.007 -1.902
H -0.788 1.970 -1.624
H -4.389 -0.851 -0.985
C 0.719 -1.161 -0.572
H 3.437 4.332 -2.357
H -0.667 0.641 5.061
H -0.783 -2.724 -1.389
O 6.223 -7.400 -3.769
H -3.526 3.651 3.005
H 5.760 -6.566 -3.607
H -4.423 0.649 0.080
C 2.726 -0.437 -1.464
H -0.594 -2.422 3.129
N -5.949 0.581 -1.545
H 3.434 -5.999 -2.439
C 3.303 3.331 -1.800
C -0.684 0.850 -1.888
H -8.514 1.406 0.912
H -7.987 -0.346 0.568
C -8.100 0.700 0.108
O -0.775 1.162 4.255
O 1.638 0.152 -2.223
O 7.157 0.705 -1.526
C 1.742 3.097 -1.524
C 1.252 -3.454 -1.892
H 2.537 -2.665 2.613
C 1.062 3.459 2.065
O -6.303 2.367 0.013
H -3.269 2.017 -1.569
H 3.933 3.324 -0.833
C 0.438 -1.924 3.016
P 1.412 1.772 -0.169
H 2.080 2.982 2.260
C -3.382 0.925 -1.877
H 1.248 -0.240 1.808
F 1.953 -3.270 -3.152
C -2.050 0.161 -1.417
H 0.034 -1.763 -2.709
C 0.225 -2.248 -1.685
H -1.135 2.004 4.566
H 1.593 4.114 4.980
H 1.940 -3.660 -1.009
*
```

Properties
**E_LUMO**: 0.11 eV
**SMILES**: CCCN[C@]1(CCF)OC(=O)O[C@]1(CCCCNC(C)=O)P(CC)CC.O.O.O.O.O.O
**Relative energy (zero: lowest compared OMol25 entry of this formula, charge and spin)**: 0.0 kJ/mol
**HOMO-LUMO gap**: 8.332 eV
**Highest occupied orbital energy**: -8.22 eV



The highest HOMO-LUMO gap belongs to which entry? C18H46FN2O10P



Among the records above, which one has the highest E_LUMO? C18H46FN2O10P



HOMO-LUMO gap of number 2 (C18H46BO2P)? 7.446 eV



Look up the E_LUMO of the first one. -4.00 eV